Entry from OMol25: one molecule with the formula C14H31NSi in a non-equilibrium geometry (ωB97M-V/def2-TZVPD).

The SMILES is CC[Si](CC)(CC)CCCN1CCCCC1. The multiplicity is 1. Its HOMO-LUMO gap is 8.5171 eV. The value obtained for the molar mass is 241.5 g mol⁻¹. For the energy above the lowest of the compared OMol25 structures with the same formula, charge and spin, the calculation gives 19.6 kcal per mole.

CARTESIAN COORDINATES (ANGSTROEM)
1 C -3.4151 0.9969 2.6918
2 C -2.2375 0.2116 2.2964
3 Si -1.6758 1.0192 0.6159
4 C -0.7893 2.6237 1.2192
5 C -0.3392 3.5625 0.1344
6 C -3.1913 1.4786 -0.4876
7 C -3.7499 0.2132 -1.1295
8 C -0.6787 -0.3503 -0.1703
9 C -0.1101 0.1947 -1.4779
10 C 0.7840 -0.7620 -2.1677
11 N 1.9489 -1.4356 -1.3915
12 C 1.8760 -2.6565 -0.6205
13 C 3.2017 -3.2753 -0.1158
14 C 4.3643 -2.4066 -0.1349
15 C 3.8466 -1.0011 0.2312
16 C 2.9586 -0.4300 -0.8447
17 H -3.7300 0.8535 3.6903
18 H -3.2660 2.0670 2.4804
19 H -4.3275 0.8029 2.1672
20 H -2.4033 -0.9408 2.1255
21 H -1.4076 0.3926 3.0747
22 H -1.4311 2.9907 1.9923
23 H -0.0047 2.4563 1.9199
24 H -0.3184 3.0398 -0.8463
25 H -1.0333 4.3860 0.1368
26 H 0.6298 3.9495 0.4275
27 H -2.6777 2.0756 -1.2558
28 H -3.8671 2.1564 0.0823
29 H -4.1595 -0.3315 -0.3088
30 H -2.9190 -0.4649 -1.6017
31 H -4.5455 0.4300 -1.8796
32 H 0.1657 -0.6172 0.5047
33 H -1.2543 -1.2611 -0.2747
34 H -0.9449 0.5595 -2.0451
35 H 0.5726 1.0279 -1.2694
36 H 0.1758 -1.5731 -2.6418
37 H 1.2177 -0.2766 -3.0570
38 H 1.1427 -2.4183 0.1308
39 H 1.2987 -3.4676 -1.1788
40 H 3.4512 -4.1019 -0.8071
41 H 3.0031 -3.6608 0.8809
42 H 5.0968 -2.7369 0.6055
43 H 4.7169 -2.3670 -1.1822
44 H 4.7591 -0.4449 0.3876
45 H 3.1810 -0.8994 1.1662
46 H 2.5004 0.4650 -0.3706
47 H 3.5850 -0.0735 -1.7024

Atom charges from the Löwdin analysis, given in e for atoms 1 to 2: C -0.24; C -0.32



Entry from OMol25: C44H53Cl3N8O4PSTl as an isolated structure in a non-equilibrium geometry (ωB97M-V/def2-TZVPD).

The multiplicity is 1. Its HOMO-LUMO gap is 7.3688 eV. The value obtained for the molar mass is 1131.7 g mol⁻¹.

CARTESIAN COORDINATES (ANGSTROEM)
1 Tl -0.1557 0.9110 0.0605
2 C -5.7354 1.1739 -1.1499
3 C -4.2065 1.0296 -1.1011
4 C -3.7139 2.0161 -0.0397
5 C -3.8727 -0.4437 -0.8134
6 C -4.6768 -1.3757 -1.7329
7 O -3.8158 -2.4788 -1.9424
8 C -2.5651 -2.0964 -1.5353
9 N -2.4919 -0.9576 -0.9719
10 C -1.5747 -3.1795 -1.7766
11 C -2.1399 -4.3287 -2.3644
12 C -1.4169 -5.4786 -2.5886
13 C -0.0802 -5.5230 -2.2351
14 C 0.5003 -4.4051 -1.6777
15 C -0.2053 -3.2190 -1.4433
16 P 0.8658 -1.8687 -0.7248
17 C 1.3572 -2.8668 0.7469
18 C 0.2793 -3.2954 1.5285
19 C 0.4774 -3.9253 2.7437
20 C 1.7669 -4.1393 3.2111
21 C 2.8441 -3.7337 2.4421
22 C 2.6420 -3.1054 1.2203
23 C 2.1946 -2.0072 -1.9887
24 C 3.5432 -1.7840 -1.7245
25 C 4.4703 -1.6992 -2.7508
26 C 4.0665 -1.8293 -4.0696
27 C 2.7263 -2.0429 -4.3490
28 C 1.7982 -2.1169 -3.3234
29 H -5.9970 2.2118 -1.3509
30 H -6.1571 0.9030 -0.1796
31 H -6.2067 0.5600 -1.9159
32 H -3.7874 1.2945 -2.0770
33 H -3.8767 1.6290 0.9669
34 H -4.2638 2.9537 -0.1262
35 H -2.6621 2.2614 -0.1392
36 H -4.1327 -0.6304 0.2376
37 H -4.8702 -0.9052 -2.7031
38 H -5.6116 -1.7338 -1.3069
39 H -3.1794 -4.3104 -2.6473
40 H -1.8983 -6.3351 -3.0410
41 H 0.5069 -6.4164 -2.4009
42 H 1.5488 -4.4372 -1.4120
43 H -0.7278 -3.1358 1.1579
44 H -0.3727 -4.2456 3.3335
45 H 1.9291 -4.6189 4.1673
46 H 3.8549 -3.8982 2.7938
47 H 3.5078 -2.8181 0.6470
48 H 3.8832 -1.6159 -0.7148
49 H 5.5064 -1.4900 -2.5176
50 H 4.7898 -1.7425 -4.8694
51 H 2.3990 -2.1373 -5.3763
52 H 0.7510 -2.2575 -3.5588
53 C 6.6828 2.4760 1.0602
54 C 6.5399 0.9687 0.8561
55 N 5.3200 0.4381 1.4568
56 C 5.4279 -0.2343 2.7385
57 C 5.4053 0.7224 3.9315
58 C 4.1297 0.6389 0.8231
59 S 2.6871 0.1586 1.6436
60 N 4.2294 1.2080 -0.3710
61 C 3.2508 1.2214 -1.3000
62 O 2.1207 0.7273 -1.2069
63 C 3.6537 1.8372 -2.6054
64 C 4.9308 2.3406 -2.8310
65 C 5.2493 2.8944 -4.0607
66 C 4.2993 2.9403 -5.0715
67 C 3.0307 2.4183 -4.8583
68 C 2.7108 1.8662 -3.6297
69 H 7.6116 2.8263 0.6090
70 H 6.6933 2.7249 2.1208
71 H 5.8438 2.9844 0.5885
72 H 7.3891 0.4433 1.2964
73 H 6.5058 0.7581 -0.2125
74 H 6.3537 -0.8155 2.7405
75 H 4.5895 -0.9236 2.8215
76 H 6.3093 1.3299 3.9677
77 H 5.3315 0.1563 4.8610
78 H 4.5424 1.3828 3.8546
79 H 5.6536 2.2947 -2.0284
80 H 6.2380 3.2960 -4.2430
81 H 4.5512 3.3728 -6.0315
82 H 2.2953 2.4456 -5.6531
83 H 1.7298 1.4514 -3.4410
84 N -1.5134 -0.3497 2.1987
85 C -0.7813 0.3623 3.2626
86 C -1.0717 -0.2111 4.6590
87 C -0.6341 0.6052 5.9022
88 C 0.8647 0.9154 6.1294
89 N 1.6034 1.7244 5.1648
90 C 1.3850 3.0048 4.8793
91 N 0.4902 3.7278 5.5759
92 N 2.2368 3.6297 4.0558
93 C -1.1787 1.8733 3.1235
94 O -2.0886 2.3048 3.8493
95 O -0.4895 2.5296 2.2944
96 H -2.5086 -0.1887 2.3212
97 H -1.3413 -1.3480 2.2499
98 H 0.2762 0.2532 3.0244
99 H -0.6326 -1.2137 4.7163
100 H -2.1586 -0.2977 4.7342
101 H -0.9503 0.0470 6.7874
102 H -1.2098 1.5280 5.8764
103 H 1.4009 -0.0324 6.1874
104 H 0.9612 1.4200 7.0960
105 H 2.2213 1.2485 4.5068
106 H -0.2654 3.2123 5.9986
107 H 0.1812 4.5759 5.1274
108 H 2.6913 3.0093 3.3758
109 H 1.9044 4.4907 3.6519
110 Cl -3.1797 2.9913 -4.9495
111 C -1.8110 3.4261 -3.8991
112 Cl -2.3969 4.4593 -2.5734
113 Cl -0.5644 4.2813 -4.8312
114 C -1.2262 2.2186 -3.3493
115 N -0.7639 1.2714 -2.8966

Atom charges from the Löwdin analysis, given in e for atoms 1 to 2: Tl 0.79; C -0.07



Entry from OMol25: one molecule with the formula C8H15N (ωB97M-V/def2-TZVPD).

The multiplicity is 1. Its HOMO-LUMO gap (alpha / beta) is 7.8036 / 7.6226 eV. The value obtained for the molar mass is 125.2 g mol⁻¹. For the energy above the lowest of the compared OMol25 structures with the same formula, charge and spin, the calculation gives 80.9 kcal per mole.

CARTESIAN COORDINATES (ANGSTROEM)
1 C -0.0442 -1.0086 0.7445
2 C -1.5519 -0.3370 -0.8026
3 C -1.4998 -0.6414 0.6273
4 C 0.2867 -2.3615 1.3025
5 C -2.1052 0.9236 -1.3805
6 C 1.5675 2.0701 -0.8520
7 C 0.9491 -0.0521 0.4183
8 N 1.9908 0.1548 1.3450
9 C 0.9025 0.7348 -0.7154
10 H -1.4370 -1.1839 -1.4688
11 H 1.9171 -0.3271 2.2258
12 H 2.9311 0.1783 0.9801
13 H -2.1284 -1.4919 0.9166
14 H -1.7779 0.2040 1.2633
15 H 0.5287 0.2818 -1.6175
16 H 1.3624 -2.5269 1.3780
17 H -0.1679 -2.5237 2.2908
18 H -0.1140 -3.1517 0.6553
19 H -1.9823 1.7692 -0.7032
20 H -3.1861 0.8037 -1.5671
21 H -1.6504 1.1909 -2.3377
22 H 2.5090 2.0220 -1.4156
23 H 0.9180 2.7564 -1.4082
24 H 1.7823 2.5162 0.1208

Atom charges from the Löwdin analysis, given in e for atoms 1 to 2: C -0.23; C -0.15



Entry from OMol25: one molecule with the formula C27H29N3O4 (ωB97M-V/def2-TZVPD).

The SMILES is Cc1cc(C)c(Cn2c(=O)n(CCCC(=O)NCc3ccco3)c(=O)c3ccccc32)c(C)c1. The multiplicity is 1. Its HOMO-LUMO gap is 8.5488 eV. The value obtained for the molar mass is 459.5 g mol⁻¹. For the energy above the lowest of the compared OMol25 structures with the same formula, charge and spin, the calculation gives 20.8 kcal per mole.

CARTESIAN COORDINATES (ANGSTROEM)
1 C -3.1137 -2.6567 2.7613
2 C -1.9355 -2.5797 1.8404
3 C -2.0801 -2.7916 0.4780
4 C -1.0183 -2.6488 -0.4014
5 C -1.2572 -2.8554 -1.8670
6 C 0.2358 -2.2840 0.0969
7 C 1.3893 -2.0031 -0.8391
8 N 1.8922 -0.6413 -0.6454
9 C 0.9381 0.3241 -0.4464
10 O -0.2317 0.1323 -0.7141
11 N 1.3497 1.5165 0.1133
12 C 0.2816 2.3994 0.5689
13 C -0.2470 1.9174 1.9258
14 C -1.6015 2.5208 2.2741
15 C -2.8180 2.0483 1.4843
16 O -3.8911 2.6040 1.6298
17 N -2.6656 0.9656 0.6960
18 C -3.7329 0.5322 -0.1790
19 C -3.2956 0.5766 -1.6054
20 C -3.5109 -0.2786 -2.6454
21 C -2.8323 0.2740 -3.7595
22 C -2.2557 1.4195 -3.3100
23 O -2.5349 1.6127 -2.0117
24 C 2.6621 1.8587 0.3933
25 O 2.9356 2.8837 0.9798
26 C 3.6492 0.8929 -0.0929
27 C 5.0033 1.2173 -0.0232
28 C 5.9575 0.3313 -0.4702
29 C 5.5554 -0.8874 -1.0030
30 C 4.2200 -1.2274 -1.0735
31 C 3.2405 -0.3469 -0.6055
32 C 0.4156 -2.1293 1.4745
33 C 1.7517 -1.7969 2.0787
34 C -0.6739 -2.2717 2.3230
35 H -3.8637 -3.3445 2.3779
36 H -3.5730 -1.6714 2.8517
37 H -2.8121 -2.9795 3.7549
38 H -3.0509 -3.0610 0.0870
39 H -1.1448 -1.9100 -2.3963
40 H -0.5640 -3.5832 -2.2868
41 H -2.2685 -3.2158 -2.0334
42 H 2.2054 -2.6945 -0.6231
43 H 1.0817 -2.1265 -1.8783
44 H 0.7044 3.4010 0.6565
45 H -0.5066 2.3971 -0.1861
46 H -0.3168 0.8261 1.9294
47 H 0.4758 2.1997 2.6954
48 H -1.5664 3.6078 2.1719
49 H -1.8291 2.3134 3.3233
50 H -1.7543 0.6029 0.4491
51 H -4.5782 1.2091 -0.0006
52 H -4.0355 -0.4904 0.0685
53 H -4.0833 -1.1828 -2.6235
54 H -2.7820 -0.1298 -4.7502
55 H -1.6469 2.1556 -3.7966
56 H 5.2675 2.1797 0.3874
57 H 7.0051 0.5817 -0.4174
58 H 6.2946 -1.5809 -1.3751
59 H 3.9448 -2.1701 -1.5184
60 H 1.7649 -2.0880 3.1267
61 H 2.5653 -2.3124 1.5717
62 H 1.9540 -0.7259 2.0337
63 H -0.5329 -2.1295 3.3855

Atom charges from the Löwdin analysis, given in e for atoms 1 to 2: C -0.04; C -0.27